Record 1
C21H17IrN5S2 | ωB97M-V with the def2-TZVPD basis set

```
46
Properties=species:S:1:pos:R:3:mulliken_charge:R:1
Ir -0.19 -0.57 0.28 -0.044
S 1.44 -0.63 -3.92 -0.265
S -0.45 -2.92 0.56 -0.553
N -1.09 -1.68 2.84 -1.266
N 0.05 -0.58 -1.69 0.518
N -0.37 1.45 0.63 0.031
N -0.82 -0.58 2.15 0.843
N -0.98 -3.97 2.95 -0.394
C 4.19 -0.59 0.88 -0.672
C -1.14 -0.57 -5.09 -0.556
C -0.86 3.06 2.37 -0.963
C 0.13 2.45 -0.11 0.121
C -2.02 0.63 3.93 -1.452
C -2.26 -0.58 -2.50 -0.635
C -0.85 1.73 1.90 0.245
C 4.64 -0.55 -0.44 -0.743
C -0.32 -0.61 -3.98 0.684
C 2.36 -0.60 -1.22 0.346
C -2.52 -0.54 -4.89 -0.540
C -1.23 0.60 2.67 1.041
C 1.92 -0.63 0.14 0.250
C 2.82 -0.61 1.16 -0.485
C -0.85 -2.83 2.28 0.753
C 0.20 3.74 0.35 -0.837
C -3.07 -0.55 -3.61 -0.786
C -0.32 4.06 1.61 -0.418
C 1.35 -0.61 -2.18 0.678
C 3.76 -0.54 -1.48 -0.746
C -0.86 -0.60 -2.67 0.242
H 5.70 -0.51 -0.63 0.414
H 0.66 4.50 -0.27 0.425
H -0.72 -0.57 -6.08 0.428
H -4.14 -0.52 -3.49 0.411
H -1.40 0.41 4.79 0.290
H -1.25 -3.97 3.92 0.240
H 2.51 -0.63 2.20 0.488
H 0.49 2.19 -1.09 0.425
H -0.81 -4.85 2.49 0.205
H -2.66 -0.59 -1.49 0.368
H -3.17 -0.50 -5.75 0.406
H -0.28 5.07 1.98 0.450
H 4.09 -0.50 -2.51 0.440
H -1.28 3.26 3.35 0.331
H -2.78 -0.16 3.87 0.391
H 4.90 -0.61 1.70 0.422
H -2.51 1.58 4.08 0.471
```

HOMO level = -10.8 eV
gap between HOMO and LUMO = 6.41 eV
relative energy (zero: lowest compared OMol25 entry of this formula, charge and spin) = 1.056 eV
charge = +1
LUMO level = -4.37 eV
calculated total energy = -54008.96751 eV

***

Record 2
C10H16 | ωB97M-V with the def2-TZVPD basis set

```
26
Properties=species:S:1:pos:R:3:mulliken_charge:R:1
C 0.40 -0.05 2.78 -0.152
C 0.50 -0.66 1.42 -0.711
C 0.40 -1.01 -2.34 -0.556
C -1.16 0.57 -1.31 -0.509
C -1.71 -1.74 -1.49 -0.381
C 1.11 1.36 -1.85 -1.374
C 0.11 0.24 -1.78 0.785
C -2.11 -0.46 -1.16 -0.390
C 0.53 1.46 2.96 -1.236
C -0.45 -2.05 -1.97 -0.467
H -2.39 -2.54 -1.21 0.312
H -0.54 -0.29 3.27 0.269
H -0.31 -0.57 0.70 0.005
H 1.24 -0.24 0.72 0.232
H -1.42 1.61 -1.18 0.399
H 0.57 -1.76 1.39 0.352
H -0.08 -3.04 -2.16 0.396
H 1.18 -0.48 3.43 0.237
H -3.11 -0.29 -0.78 0.391
H 1.80 1.20 -2.70 0.367
H 1.34 -1.08 -2.88 0.375
H 1.57 1.81 3.09 0.317
H 1.68 1.64 -0.99 0.268
H -0.04 2.25 2.43 0.325
H 0.73 2.29 -2.32 0.370
H 0.16 1.84 3.93 0.376
```

HOMO level = -9.1 eV
gap between HOMO and LUMO = 10.08 eV
relative energy (zero: lowest compared OMol25 entry of this formula, charge and spin) = 1.605 eV
LUMO level = 1.02 eV
calculated total energy = -10628.13813 eV
SMILES = Cc1ccccc1.CCC

***

Question: Look up the gap between HOMO and LUMO of the first one.
Answer: 6.41 eV